Record 1
{
  "formula": "C43H49BrN3OP2Ta",
  "method": "ωB97M-V with the def2-TZVPD basis set",
  "homo_lumo_gap_ha": 0.192,
  "e_homo_ev": -12.4,
  "total_charge": 2,
  "species": ["Ta", "C", "C", "C", "P", "C", "C", "C", "C", "C", "C", "C", "C", "C", "N", "C", "C", "C", "C", "C", "C", "P", "C", "C", "C", "C", "C", "C", "H", "H", "H", "H", "H", "H", "H", "H", "H", "H", "H", "H", "H", "H", "H", "H", "H", "H", "H", "H", "H", "H", "H", "H", "H", "H", "H", "H", "H", "H", "H", "H", "H", "H", "H", "H", "O", "C", "C", "C", "C", "C", "C", "C", "N", "C", "C", "N", "H", "H", "H", "H", "H", "H", "H", "Br", "C", "C", "C", "C", "C", "C", "C", "C", "C", "C", "H", "H", "H", "H", "H", "H"],
  "xyz": [[-0.21791, -0.67631, -0.34245], [-0.40990, 4.05290, 0.95874], [0.77205, 4.10317, -0.01821], [0.60369, 5.35768, -0.87766], [0.83308, 2.45862, -0.89556], [2.15062, 2.46135, -2.22212], [1.77767, 1.35992, -3.23539], [2.56217, 3.74996, -2.93476], [-0.79316, 2.42853, -1.69970], [-1.11989, 3.07836, -2.89166], [-2.37171, 2.93946, -3.46160], [-3.32522, 2.14187, -2.83682], [-3.02289, 1.49027, -1.65784], [-1.76384, 1.64136, -1.07396], [-1.43510, 0.87039, 0.10267], [-2.28165, 0.91880, 1.22904], [-3.34465, 1.82080, 1.33216], [-4.14673, 1.84260, 2.45992], [-3.91637, 0.97960, 3.52303], [-2.83879, 0.11684, 3.45644], [-2.01336, 0.08456, 2.33172], [-0.49270, -0.87243, 2.29986], [0.66908, -0.01588, 3.46284], [0.13920, 0.16539, 4.88932], [1.03458, 1.36581, 2.91988], [-0.71374, -2.63949, 2.85156], [-0.13681, -2.98363, 4.22670], [-2.16554, -3.12248, 2.77244], [-0.35729, 4.90181, 1.64075], [-0.44707, 3.13866, 1.54479], [-1.34917, 4.13258, 0.40826], [1.70545, 4.16663, 0.55024], [-0.30499, 5.29130, -1.47835], [1.43943, 5.56937, -1.53421], [0.48411, 6.21736, -0.21552], [3.02793, 2.13457, -1.65345], [1.97504, 1.73464, -4.24110], [0.71610, 1.14012, -3.21241], [1.77654, -0.77321, -3.35439], [1.74033, 4.21269, -3.47967], [3.34956, 3.52107, -3.65704], [2.96743, 4.48118, -2.23919], [-0.37624, 3.69131, -3.38368], [-2.60517, 3.44208, -4.39007], [-4.30398, 2.01812, -3.28059], [-3.75533, 0.84566, -1.18973], [-3.54694, 2.51705, 0.53206], [-4.96464, 2.54933, 2.50722], [-4.55131, 0.99824, 4.39738], [-2.62234, -0.53062, 4.29686], [1.55444, -0.66093, 3.49604], [-0.71404, 0.84340, 4.88744], [0.92056, 0.62624, 5.49498], [-0.15369, -0.75962, 5.37658], [0.17957, 2.02695, 3.05331], [1.30893, 1.38314, 1.86305], [1.85981, 1.78206, 3.49908], [-0.12209, -3.17734, 2.10368], [-0.76515, -2.60446, 5.03142], [0.88050, -2.62371, 4.37617], [-0.11811, -4.06978, 4.32055], [-2.81480, -2.54497, 3.42822], [-2.20373, -4.15992, 3.10775], [-2.58187, -3.07803, 1.77191], [-1.76029, -1.77574, -0.15973], [-2.38063, -2.82328, -0.72516], [-3.75147, -2.78474, -0.94120], [-4.35673, -3.86852, -1.55159], [-3.60525, -4.97479, -1.93798], [-2.24499, -5.01067, -1.70159], [-1.61378, -3.93289, -1.07574], [-0.20145, -3.93586, -0.72211], [0.57833, -2.90225, -0.36356], [1.83446, -3.44786, -0.12944], [1.80683, -4.78243, -0.33863], [0.52098, -5.07002, -0.71522], [-4.31187, -1.91150, -0.63640], [-5.42202, -3.85504, -1.73771], [-4.08684, -5.80877, -2.42859], [-1.68120, -5.87512, -2.02959], [2.67919, -2.86394, 0.17434], [2.56764, -5.53672, -0.25280], [0.15509, -5.98476, -0.92228], [-0.70558, -0.96036, -2.83456], [2.52950, -0.02521, -3.06285], [3.57650, -0.04855, -4.08715], [4.90550, -0.15486, -3.81585], [5.27812, -0.26971, -2.47753], [4.36101, -0.34476, -1.41290], [4.88035, -0.45506, -0.10555], [4.00677, -0.54108, 0.93851], [2.63448, -0.57939, 0.66603], [2.04008, -0.48129, -0.59890], [2.95855, -0.30831, -1.66006], [3.24412, 0.07204, -5.11240], [5.65184, -0.13070, -4.59642], [6.33400, -0.31274, -2.23051], [5.95205, -0.46960, 0.04574], [4.36020, -0.61415, 1.95840], [2.00653, -0.73238, 1.53402]],
  "atomic_forces_ev_per_a": [[0.0889, -0.2029, -0.9791], [0.0115, -0.0172, -0.0019], [0.0053, 0.0288, -0.0072], [-0.0300, -0.0233, -0.0062], [0.0721, 0.0480, 0.0954], [-0.0096, 0.0261, -0.0035], [-0.0114, -0.0062, 0.0220], [-0.0357, 0.0225, 0.0217], [0.0059, 0.0393, -0.0366], [-0.0011, 0.0170, 0.0137], [0.0003, -0.0078, 0.0058], [-0.0079, 0.0107, 0.0005], [0.0284, -0.0014, -0.0106], [-0.0128, -0.0664, 0.0257], [-0.0371, -0.0615, 0.2661], [-0.0012, 0.1604, 0.0502], [-0.0242, -0.0026, 0.0287], [0.0110, 0.0062, -0.0315], [0.0235, -0.0266, 0.0143], [-0.0395, 0.0372, -0.0026], [-0.0433, -0.0059, 0.0558], [0.1355, 0.1123, 0.1603], [-0.0529, -0.0303, 0.0752], [-0.0500, -0.0025, -0.0075], [-0.0273, -0.0057, 0.0042], [-0.0919, -0.0162, -0.0033], [0.0201, -0.0208, -0.0266], [0.0293, -0.0042, 0.0165], [0.0075, -0.0026, 0.0175], [0.0099, -0.0070, -0.0010], [-0.0084, 0.0093, 0.0004], [0.0088, -0.0223, -0.0004], [0.0005, 0.0064, -0.0176], [0.0120, -0.0043, 0.0127], [-0.0054, 0.0010, 0.0068], [0.0098, -0.0010, -0.0110], [0.0006, -0.0117, -0.0070], [-0.0206, 0.0008, -0.0005], [0.0035, 0.0087, -0.0160], [0.0053, 0.0121, -0.0002], [0.0038, -0.0072, -0.0035], [0.0120, -0.0099, -0.0124], [-0.0123, 0.0024, -0.0126], [-0.0036, 0.0051, -0.0043], [-0.0029, 0.0002, -0.0045], [0.0098, -0.0079, 0.0101], [0.0044, -0.0051, -0.0055], [-0.0009, 0.0054, 0.0017], [-0.0028, -0.0018, 0.0018], [-0.0043, 0.0166, 0.0009], [0.0106, 0.0273, 0.0019], [0.0094, 0.0119, 0.0235], [0.0120, 0.0099, -0.0007], [0.0399, 0.0807, -0.0189], [0.0006, 0.0295, -0.0004], [0.0074, -0.0245, -0.0114], [0.0145, -0.0070, -0.0001], [-0.0509, -0.0340, 0.0226], [-0.0083, -0.0524, -0.0204], [-0.0063, -0.0069, 0.0098], [0.0129, -0.0104, -0.0023], [0.0114, -0.0358, 0.0225], [0.0105, -0.0153, -0.0264], [-0.0111, 0.0542, -0.0620], [-0.4194, 0.0725, 0.0628], [0.1133, -0.2369, 0.0561], [0.0945, -0.0737, -0.0377], [-0.0278, 0.0161, -0.0021], [-0.0111, -0.0395, -0.0238], [0.0239, 0.0461, 0.0319], [-0.1533, 0.1373, 0.0288], [-0.0114, -0.0015, -0.0545], [-0.0798, -0.0844, 0.0745], [0.0408, -0.0090, 0.0480], [-0.0234, -0.0213, -0.0073], [0.0056, 0.0405, 0.0251], [-0.0028, 0.0063, 0.0092], [-0.0015, 0.0145, 0.0035], [0.0019, -0.0015, -0.0003], [0.0133, 0.0008, 0.0033], [-0.0024, 0.0422, -0.0058], [0.0177, 0.0055, 0.0010], [0.0049, 0.0012, 0.0056], [0.1715, -0.0787, 0.1831], [0.0092, -0.0445, 0.0153], [0.0254, -0.0057, 0.0020], [-0.0038, -0.0030, -0.0464], [-0.0348, 0.0051, 0.0427], [-0.0466, 0.0180, -0.0151], [0.0174, 0.0049, 0.0060], [0.0197, -0.0006, 0.0305], [-0.0164, -0.0412, -0.0303], [0.2829, 0.1856, -0.0571], [-0.0375, 0.0316, 0.0445], [-0.0018, 0.0007, -0.0068], [-0.0049, -0.0055, -0.0108], [0.0087, 0.0031, 0.0069], [0.0064, -0.0015, 0.0023], [-0.0025, 0.0002, 0.0061], [-0.0116, -0.0053, -0.0238]],
  "mulliken_charge": [-0.09, -1.18, 0.45, -1.43, 1.14, 0.49, -0.83, -1.88, -0.02, -0.53, -0.90, -1.22, -0.37, -0.56, 1.58, -0.16, -0.05, -1.02, -1.24, -0.72, 0.21, 0.35, 0.55, -1.74, -1.47, 1.52, -1.78, -1.54, 0.64, -0.40, 0.28, 0.69, 0.29, 0.34, 0.46, 0.17, 1.06, -0.33, 0.28, 0.30, 0.51, 0.46, 0.31, 0.51, 0.47, 0.58, 0.56, 0.48, 0.49, 0.69, 0.84, 0.42, 0.45, 0.35, 0.48, -0.15, 0.62, -0.33, 0.36, 0.38, 0.49, 0.37, 0.45, 0.18, 1.12, -0.42, -0.64, -0.84, -0.98, -1.17, 1.00, 0.41, 0.77, -0.36, -1.16, 0.03, 0.53, 0.48, 0.47, 0.49, 0.41, 0.46, 0.18, -0.41, 1.35, -0.96, -1.30, -0.58, 1.43, -1.28, -1.08, 0.28, 0.51, -0.33, 0.55, 0.47, 0.49, 0.47, 0.50, -0.22]
}

=====

Record 2
{
  "formula": "C43H50BCrN10SbSi",
  "method": "ωB97M-V with the def2-TZVPD basis set",
  "homo_lumo_gap_ha": [0.288, 0.184],
  "s2": 8.793,
  "multiplicity": 6,
  "e_homo_ev": [-10.3, -10.7],
  "total_charge": 1,
  "species": ["Cr", "C", "C", "C", "C", "N", "N", "B", "N", "C", "C", "C", "C", "N", "N", "C", "C", "C", "C", "N", "N", "C", "C", "C", "C", "N", "H", "H", "H", "H", "H", "H", "H", "H", "H", "H", "H", "H", "H", "H", "H", "H", "H", "H", "H", "H", "C", "C", "C", "C", "C", "C", "N", "N", "Si", "C", "C", "C", "H", "H", "H", "H", "H", "H", "H", "H", "H", "H", "H", "H", "H", "H", "H", "C", "C", "C", "C", "C", "C", "Sb", "C", "C", "C", "C", "C", "C", "C", "C", "C", "C", "C", "C", "H", "H", "H", "H", "H", "H", "H", "H", "H", "H", "H", "H", "H", "H", "H"],
  "xyz": [[-0.89424, -0.47831, -0.28167], [-0.72267, 0.61637, 3.15276], [-2.02055, 0.26539, 2.52910], [-3.29836, 0.28192, 3.09205], [-4.13683, -0.14141, 2.08614], [-3.39297, -0.38426, 0.99241], [-2.10251, -0.13467, 1.26117], [-3.80473, -1.14583, -0.29556], [-2.98126, -2.45475, -0.23483], [-3.30026, -3.73928, -0.44750], [-2.15748, -4.50351, -0.33758], [-1.13952, -3.58930, -0.06232], [0.31394, -3.80522, 0.16049], [-1.64885, -2.36029, -0.01689], [-3.37562, -0.46625, -1.61548], [-4.09755, 0.27470, -2.48460], [-3.43998, 0.28069, -3.69140], [-2.30091, -0.51355, -3.49207], [-1.27661, -0.94128, -4.47693], [-2.26968, -0.93872, -2.23969], [-5.31389, -1.16647, -0.24064], [-6.27461, -2.07589, 0.02513], [-7.46448, -1.40744, 0.18693], [-7.14383, -0.04667, 0.01270], [-8.02563, 1.14806, 0.11071], [-5.85461, 0.06806, -0.24222], [-0.87455, 1.31733, 3.96953], [-0.06618, 1.06068, 2.40034], [-0.24101, -0.27070, 3.56421], [-3.56514, 0.55044, 4.09271], [-5.19761, -0.26784, 2.10865], [-4.29946, -4.04181, -0.67562], [-2.07597, -5.56392, -0.45017], [0.53957, -4.85636, 0.31575], [0.64031, -3.22956, 1.03016], [0.85991, -3.45558, -0.71386], [-5.01570, 0.73742, -2.18106], [-3.73585, 0.77477, -4.59250], [-1.50062, -0.53911, -5.45901], [-1.25580, -2.02807, -4.53823], [-0.29188, -0.61235, -4.16296], [-6.05506, -3.12047, 0.10965], [-8.43010, -1.82698, 0.37792], [-9.03951, 0.86009, 0.37322], [-8.04293, 1.68667, -0.83566], [-7.64717, 1.83093, 0.87111], [-2.59768, 2.61245, -0.12613], [-1.51334, 2.40010, -1.13830], [-1.33336, 3.31443, -2.17306], [-0.28510, 3.13373, -3.06410], [0.54596, 2.04050, -2.92504], [0.29919, 1.11884, -1.89558], [-0.71111, 1.33983, -1.00543], [0.93492, -0.03940, -1.66980], [2.37240, -0.50976, -2.53868], [3.01857, -2.15666, -1.83128], [3.74800, 0.80542, -2.34188], [2.24793, -0.80655, -4.43329], [-3.10289, 3.55979, -0.30051], [-2.18023, 2.61812, 0.88082], [-3.34186, 1.81742, -0.18163], [-2.00872, 4.14998, -2.26962], [-0.11908, 3.85134, -3.85175], [1.35760, 1.86232, -3.60666], [2.68959, -2.35017, -0.81709], [4.10313, -2.14355, -1.82004], [2.72391, -2.99732, -2.44960], [3.86269, 1.11060, -1.30727], [3.56588, 1.70920, -2.91271], [4.69420, 0.39248, -2.67999], [1.75227, -1.74577, -4.66077], [3.25493, -0.86382, -4.84150], [1.72817, -0.01317, -4.96187], [2.53453, 0.39150, 6.15103], [2.66374, 1.53089, 5.37548], [2.63096, 1.43979, 3.99362], [2.48828, 0.20493, 3.38514], [2.34711, -0.93419, 4.16037], [2.37968, -0.84151, 5.54173], [2.46067, 0.05890, 1.19210], [2.90169, 2.14412, 0.88300], [4.13111, 2.71123, 1.18750], [4.35215, 4.05491, 0.92811], [3.35662, 4.82638, 0.35325], [2.11514, 4.27168, 0.09069], [1.88829, 2.93617, 0.37004], [4.38550, -0.93996, 0.97368], [4.38269, -2.26841, 1.36859], [5.52734, -3.03375, 1.26561], [6.68294, -2.47761, 0.74327], [6.68262, -1.15528, 0.33447], [5.53486, -0.38445, 0.44174], [2.54184, 0.46566, 7.22760], [2.79249, 2.49614, 5.84242], [2.73269, 2.33584, 3.39846], [2.21653, -1.89724, 3.68891], [2.28208, -1.73544, 6.14023], [4.90780, 2.11591, 1.65066], [5.30712, 4.49832, 1.17277], [3.54335, 5.86391, 0.12229], [1.32812, 4.87443, -0.33869], [0.91222, 2.50709, 0.19866], [3.47084, -2.70573, 1.75186], [5.51464, -4.06273, 1.58967], [7.57574, -3.07685, 0.64534], [7.58066, -0.71677, -0.07515], [5.56043, 0.64405, 0.11394]],
  "atomic_forces_ev_per_a": [[0.4228, -1.5059, 0.0005], [-0.0760, -0.0096, -0.0909], [-0.0702, 0.1442, 0.0357], [0.1313, -0.0808, -0.1989], [0.3287, 0.0226, 0.1170], [-0.5142, 0.0946, 0.1579], [-0.0491, 0.5391, 0.6707], [0.0722, 0.1539, 0.1932], [-0.5233, -0.5027, 0.0393], [0.2547, 0.0709, -0.0061], [-0.0514, 0.1444, -0.0249], [-0.2866, 0.0211, 0.0487], [-0.0461, 0.1369, -0.0799], [0.2120, -0.7053, 0.1963], [-0.1426, 0.2540, -0.3338], [0.1002, 0.1792, -0.1142], [0.0715, 0.0110, 0.1299], [-0.2981, 0.1993, 0.1703], [0.0400, -0.0295, 0.1421], [0.6984, -0.1342, -0.0745], [-0.4511, -0.4572, 0.0319], [-0.0962, -0.1463, 0.1323], [0.1075, -0.0182, -0.0598], [0.1725, -0.5668, -0.0049], [0.0936, 0.0984, -0.0494], [0.1031, 0.9490, -0.0385], [0.1001, 0.0980, 0.0072], [0.0491, 0.0348, 0.1985], [0.0899, 0.0391, -0.0396], [-0.0544, 0.0852, 0.2067], [-0.2648, -0.1121, -0.1644], [-0.2794, -0.0311, -0.0334], [0.0285, -0.2415, 0.0258], [0.0144, -0.0241, 0.0240], [0.0939, -0.0670, -0.0330], [0.1677, -0.0588, 0.0102], [-0.1010, -0.0113, 0.0132], [-0.1538, 0.0850, -0.2446], [0.0600, 0.0521, -0.1200], [0.0240, -0.0575, -0.0652], [0.1425, 0.0418, -0.0984], [-0.0020, -0.2205, 0.0008], [-0.1874, -0.1533, 0.0963], [-0.0548, 0.0098, -0.0106], [-0.0858, 0.0388, -0.0266], [-0.0495, 0.0316, 0.0212], [0.0115, 0.0516, -0.0853], [-0.0538, -0.6759, 0.9018], [0.5375, 0.1070, -0.6402], [-0.2240, 0.1200, 0.1682], [0.0961, 0.0453, -0.1115], [0.2105, -0.0335, 0.0268], [-0.6348, 1.8771, -0.7404], [-1.1021, 0.3833, -0.2303], [2.4792, -1.0541, -0.9648], [-0.4440, 0.6444, -0.1771], [-0.7880, -0.3014, 0.1530], [-0.4492, 0.2448, 0.7620], [0.0260, 0.0167, -0.0145], [-0.0099, -0.0528, 0.0171], [0.0014, -0.0105, 0.0375], [-0.0215, 0.0539, 0.0255], [0.0310, 0.0334, -0.1320], [0.1588, 0.0335, -0.1444], [-0.0162, -0.0018, 0.1390], [0.2578, 0.0880, 0.0267], [-0.1970, -0.1525, -0.1767], [0.0823, 0.0670, 0.1365], [-0.1073, 0.1966, -0.1782], [0.0854, -0.2022, -0.0546], [-0.1254, -0.1050, -0.0072], [0.1991, 0.0266, 0.1649], [-0.0625, 0.1194, -0.1599], [-0.0267, 0.0640, 0.0650], [-0.0526, 0.0687, 0.0983], [0.0899, 0.0991, 0.0013], [0.1023, -0.0299, -1.0083], [0.0856, -0.0299, -0.0363], [-0.0629, -0.1884, 0.0385], [0.4516, 0.1303, 0.9395], [0.0422, -0.7788, 0.1251], [0.0870, 0.0657, 0.0425], [0.1990, -0.0371, 0.0196], [-0.0698, 0.1146, -0.0310], [0.0003, 0.1379, -0.0651], [-0.0909, -0.0294, -0.0555], [-0.7879, 0.5744, 0.0529], [-0.0801, 0.0614, 0.0831], [0.0220, -0.1723, 0.0335], [0.0356, -0.0210, -0.0307], [0.1316, 0.0381, -0.1096], [0.1180, 0.0657, 0.0445], [0.0534, -0.0036, 0.1044], [-0.0138, 0.0803, 0.0684], [0.0009, 0.0690, 0.0207], [-0.0070, -0.1901, 0.0071], [-0.0230, -0.0605, 0.0649], [0.0377, 0.0186, -0.0103], [0.0533, 0.0282, -0.0084], [0.0172, 0.1096, 0.0116], [-0.0773, 0.0980, 0.0043], [-0.0485, 0.0368, -0.0325], [-0.0614, -0.1792, 0.1024], [0.0208, -0.1342, 0.0125], [0.0794, -0.0240, 0.0226], [0.0885, 0.0284, -0.0377], [0.0048, 0.0696, -0.0372]],
  "mulliken_charge": [1.13, -0.55, -0.31, -2.15, 0.07, 1.46, 0.30, -0.63, 0.67, 0.09, -2.00, 0.65, -0.85, -0.05, 2.46, -0.26, -1.69, 0.60, -1.04, -1.20, 0.77, -0.08, -1.37, 0.76, -1.27, -1.26, 0.52, -0.29, 0.30, 0.55, 0.48, 0.55, 0.50, 0.48, 0.01, 0.01, 0.62, 0.50, 0.42, 0.31, -0.11, 0.45, 0.49, 0.38, 0.28, 0.28, -0.77, 0.34, -1.08, -1.33, -0.77, 0.98, 1.46, 0.23, 0.43, -0.96, -0.27, -1.44, 0.63, 0.12, -0.11, 0.57, 0.48, 0.51, -0.12, 0.41, 0.55, -0.46, 0.48, 0.49, 0.35, 0.44, 0.42, -0.63, -0.88, -0.21, 0.97, -0.70, -0.67, -1.70, 0.61, -0.10, -0.73, -0.79, -0.35, -0.28, 1.42, -0.46, -0.73, -0.66, -0.92, -0.27, 0.40, 0.45, 0.48, 0.31, 0.45, 0.52, 0.44, 0.42, 0.48, -0.22, 0.13, 0.45, 0.41, 0.44, 0.36]
}